Here is a 2-piece molecular cluster, C9H22BO5S overall from OMol25. Energies are from the ωB97M-V functional and the def2-TZVPD basis.

Calculated values
**Calculated total energy**: -1155.1720 a.u.
**Total charge**: +1
**Energy relative to the best compared isomer or geometry (same formula, charge and spin)**: 0.0 kJ/mol
**Multiplicity**: 1
**HOMO**: -13.474 eV
**Gap between HOMO and LUMO**: 9.63 eV

```
38
Properties=species:S:1:pos:R:3:lowdin_charge:R:1
H -0.797 -0.784 -1.125 0.05
H -2.073 -0.103 -0.140 0.07
O 0.421 -2.079 2.057 -0.41
H -1.206 -3.002 -0.332 0.08
S 1.275 -1.835 0.728 1.22
H 0.536 1.641 -3.158 0.10
H -0.420 4.243 -1.353 0.12
O 1.212 0.932 -0.479 0.02
C -1.974 -2.286 -0.026 -0.24
O 3.728 -1.433 2.005 0.07
H 4.440 0.464 2.155 0.11
O 3.384 -3.688 1.429 0.23
C 0.633 1.826 -1.055 -0.52
C -1.998 -2.159 1.501 -0.18
H 2.111 2.133 -2.534 0.10
H -2.921 -1.656 1.799 0.13
H 0.983 -2.925 -0.022 0.02
H -1.712 2.681 -2.889 0.07
C -2.167 3.127 -2.005 -0.05
C 3.503 -0.013 1.890 -0.02
C 1.040 2.280 -2.431 0.03
H 2.728 0.293 2.589 0.11
H -1.022 -1.227 3.184 0.14
H -2.719 4.013 -2.320 0.09
H 0.791 3.313 -2.655 0.08
H -2.911 -2.756 -0.324 0.11
O -0.433 2.362 -0.452 0.00
H -2.018 -3.147 1.965 0.12
C -0.877 -1.364 2.116 -0.19
H -2.462 -0.915 -1.647 0.08
H 2.849 -4.332 0.964 0.12
C -1.816 -0.954 -0.772 -0.10
H -1.604 3.948 -0.094 0.13
H 3.220 0.260 0.875 0.07
H -2.876 2.414 -1.584 0.08
B 3.024 -2.403 1.456 -0.72
H -0.738 -0.383 1.658 0.11
C -1.133 3.513 -0.973 -0.21
```